Molecular formula: C36H59BeBr4F3LiN2O19PS2V
Method: DFT, ωB97M-V/def2-TZVPD

The geometry in XYZ format:
```
129
Properties=species:S:1:pos:R:3:forces:R:3:mulliken_charge:R:1
C 2.76157 1.70847 -2.31049 -0.3 -0.2 -1.0 -1.18
C 1.83606 2.67113 -2.07790 0.3 0.6 0.4 -0.72
C 0.32656 2.32735 -1.81418 2.3 0.6 -2.0 1.41
C -0.04863 1.65951 -3.18637 -1.5 -1.6 0.4 -0.67
C -1.38258 1.97041 -3.85228 -1.1 2.8 -1.3 0.12
O -1.65323 3.06466 -4.28458 0.5 -2.2 0.7 -0.46
F -2.31108 0.98674 -4.11259 1.4 -0.1 0.7 -0.21
O 0.53919 1.48127 -0.71624 -1.0 0.2 -0.1 -0.30
P -0.06225 2.06446 0.85238 0.2 0.2 1.1 1.76
C 1.55178 3.01277 1.30484 0.8 -0.7 -0.7 -1.31
C 2.91963 2.36706 0.97399 0.3 0.4 0.7 -0.39
C 3.94124 3.37086 0.39684 0.7 -0.5 0.6 -0.61
N 5.13916 3.42883 1.28839 -0.1 0.2 -0.5 -0.72
C 0.39103 0.48036 1.86785 1.2 0.2 0.1 -0.99
S 1.44316 0.68983 3.33075 0.0 0.3 0.4 -0.15
C 2.61895 -0.69200 3.28482 -0.2 0.1 0.0 -0.13
C 3.64788 -0.58452 4.39988 0.0 -0.2 -0.1 -1.34
C -0.85739 3.03162 2.33008 -0.4 -1.3 0.2 -0.67
C -2.34590 3.15822 2.57865 0.9 2.5 -0.3 -0.23
C -3.30365 3.52354 1.45004 -0.8 -0.9 0.6 -0.43
Br -3.17545 1.73187 3.73924 1.0 0.1 1.2 -0.01
C -1.63050 1.07055 0.37838 -0.6 0.6 -0.4 -2.45
C -1.45703 -0.27152 -0.30868 -0.3 -1.7 0.4 0.11
O -1.97255 -0.26758 -1.62773 0.2 0.3 0.0 -0.51
C -2.34899 -1.35325 0.42596 -0.8 1.0 -0.9 -1.23
N -3.73956 -0.98326 0.12513 0.0 -0.7 0.7 -0.38
O -0.53037 3.55846 -0.02491 0.4 0.2 -0.1 -0.23
C -0.42937 3.61289 -1.35001 -1.7 0.0 -0.1 1.81
F -1.83531 3.65758 -1.72047 0.2 -0.8 -0.7 -0.44
C 0.04156 4.92238 -1.97099 0.8 0.1 -0.4 -1.59
Br 0.74465 4.87951 -3.75130 -0.2 0.0 0.3 -0.03
C -0.03916 6.09589 -1.36300 -0.2 0.6 0.0 0.30
C -0.61488 6.31652 -0.00327 0.2 0.1 0.8 -0.75
Br 0.57404 7.71122 -2.18789 -0.2 -0.4 0.2 -0.20
H 3.59860 1.53620 -1.64944 0.8 0.9 -0.7 0.21
H 2.70349 1.12099 -3.22677 -0.6 -1.2 0.7 0.19
H 2.20495 3.69746 -2.04795 0.0 -0.1 1.9 0.63
H 0.69139 1.89820 -3.94252 0.0 0.3 0.0 0.23
H 0.04842 0.58516 -3.04344 -0.1 -0.1 0.1 0.57
H 1.59584 3.28348 2.35900 -0.3 -0.2 0.1 0.72
H 1.53355 3.96429 0.78070 -0.3 0.0 -0.2 0.10
H 2.86466 1.44401 0.39967 -0.2 0.1 -0.3 0.50
H 3.37114 2.08116 1.92385 0.0 -0.2 0.0 0.32
H 4.29763 3.07036 -0.59013 -0.4 0.3 -0.3 0.14
H 3.53766 4.37998 0.37390 -0.2 0.0 -0.2 0.40
H 5.80678 2.75769 0.92502 0.1 -0.2 0.3 0.21
H 5.60155 4.31788 1.13036 0.0 0.1 0.1 0.25
H -0.49774 -0.03542 2.21917 -0.2 -0.1 -0.3 0.30
H 0.95750 -0.14734 1.17701 -0.1 -0.2 0.0 0.39
H 3.12790 -0.70095 2.32156 -0.1 -0.1 -0.1 0.27
H 2.05483 -1.61211 3.43397 0.0 -0.1 -0.3 0.38
H 4.35253 0.23229 4.26896 -0.1 0.2 -0.1 0.34
H 3.17750 -0.49792 5.37697 -0.1 0.1 0.1 0.33
H 4.21649 -1.51397 4.39078 0.1 0.0 0.1 0.42
H -0.40047 2.78422 3.29294 0.1 -0.3 -0.1 0.91
H -0.53118 4.05763 2.16760 -0.3 0.2 -0.1 0.18
H -2.44250 4.00179 3.26458 -0.1 -0.3 0.5 0.72
H -2.88591 4.24741 0.75953 0.4 -0.2 -0.1 -0.09
H -4.17869 3.97374 1.95123 0.5 0.2 -0.4 -0.04
H -3.69580 2.64195 0.94941 0.1 0.1 -0.5 0.49
H -2.22442 1.69999 -0.28726 0.1 -0.1 -0.2 0.41
H -2.30039 0.88706 1.22241 0.2 0.2 0.3 0.52
H -0.46724 -0.72324 -0.34906 0.4 0.7 0.3 0.59
H -1.40508 -0.81776 -2.17244 0.0 0.0 -0.2 0.41
H -2.20278 -1.29661 1.51418 0.5 0.0 0.3 -0.12
H -2.14067 -2.34082 -0.00251 0.3 -0.1 0.2 1.10
H -4.18231 -1.71555 -0.40909 -0.4 0.2 -0.1 0.15
H -4.27482 -0.78377 0.95749 -0.3 0.0 -0.1 0.20
H -1.54435 5.78563 0.16702 -0.1 -0.1 -0.3 -0.03
H -0.78863 7.36114 0.23326 0.1 0.1 -0.3 0.63
H 0.08367 5.94657 0.74945 0.1 0.0 0.0 0.14
Li -2.66851 -2.99458 2.38350 -0.2 -0.1 -0.2 0.97
C -5.75594 1.27548 -5.54127 0.6 -0.8 0.4 0.81
O -5.27762 2.23731 -6.18420 -0.6 0.1 0.0 -0.52
O -4.82060 0.39845 -5.04305 -0.4 0.9 -0.7 -0.35
O -6.94555 1.04510 -5.31595 -0.2 0.3 -0.1 -0.50
H -4.04625 0.88004 -5.39625 0.5 -0.7 0.5 0.24
Be -5.98178 3.77671 2.55432 -0.5 -0.3 0.3 0.14
C 4.24148 -1.53700 -6.15930 0.1 -0.2 0.0 -0.70
O 3.61004 -0.39028 -5.58357 0.0 0.0 0.1 -0.25
C 3.11906 0.46765 -6.48055 0.0 0.0 0.1 0.66
O 3.16831 0.34702 -7.67150 0.0 0.0 -0.1 -0.56
O 2.56353 1.48215 -5.81672 -0.1 0.1 0.1 -0.11
C 1.98564 2.49257 -6.65272 -0.1 0.2 -0.1 -0.49
H 4.59561 -2.15075 -5.33585 -0.1 0.1 0.1 0.21
H 3.53026 -2.11145 -6.74963 0.0 0.1 -0.1 0.31
H 5.09102 -1.24091 -6.77121 -0.1 0.0 -0.1 0.30
H 1.18124 2.07959 -7.25815 0.1 -0.1 -0.1 0.33
H 2.74027 2.95245 -7.28725 0.0 -0.1 -0.1 0.35
H 1.57832 3.24028 -5.98226 0.0 0.0 0.1 -0.11
Br -1.43633 1.91283 5.67365 -1.2 -0.2 -1.3 -0.01
C -6.21480 -7.91466 2.46536 -0.5 0.2 -0.3 -0.32
C -5.23896 -7.84318 1.31286 0.2 -0.6 0.0 -0.34
O -4.53094 -6.60652 1.52903 -0.2 0.3 0.2 -0.23
S -4.40197 -6.33841 3.09811 -0.7 -0.9 -0.4 1.04
O -3.12169 -6.75903 3.53078 0.3 0.4 0.3 -0.51
O -4.87886 -5.01697 3.35752 0.6 0.4 -0.1 -0.53
O -5.48499 -7.38806 3.59006 0.4 0.1 -0.1 -0.30
H -7.08401 -7.27790 2.29463 0.0 0.0 0.0 0.28
H -6.54462 -8.92864 2.67004 0.2 0.0 0.2 0.31
H -5.73193 -7.83786 0.34556 0.1 0.3 0.0 0.32
H -4.51563 -8.65927 1.34713 0.0 0.0 0.0 0.29
F 7.09273 0.60632 4.30393 0.0 0.0 0.0 -0.33
C 7.84841 -0.50412 4.19119 0.2 -0.2 0.0 0.34
C 8.37139 -1.08280 5.33006 -0.1 0.1 0.3 -0.50
C 9.14375 -2.22901 5.20893 -0.1 0.1 -0.1 -0.21
C 9.39220 -2.77665 3.95955 0.1 -0.1 -0.1 -0.45
C 8.86175 -2.17861 2.82562 0.0 0.0 0.1 -0.32
C 8.07970 -1.03777 2.93939 -0.1 0.1 -0.2 -0.39
H 8.17392 -0.63769 6.29662 0.0 0.0 0.0 0.41
H 9.55502 -2.69836 6.09255 0.0 0.0 0.0 0.27
H 9.99750 -3.66844 3.87421 0.0 0.0 0.0 0.37
H 9.05685 -2.60097 1.84920 0.0 0.0 0.0 0.36
H 7.65073 -0.56260 2.06671 0.0 0.0 0.0 0.44
C -6.12732 -2.20693 -2.74333 0.2 0.1 -0.2 -0.68
O -7.09809 -2.55657 -1.74672 0.2 0.1 0.2 -0.29
C -7.87283 -3.58918 -2.07385 0.0 0.2 0.1 0.76
O -7.81567 -4.22157 -3.09105 0.0 -0.2 -0.1 -0.52
O -8.72560 -3.80111 -1.06796 0.0 0.0 0.1 -0.32
C -9.62759 -4.88689 -1.28874 -0.2 -0.1 0.1 -0.62
H -5.55529 -1.35881 -2.37482 -0.2 0.1 0.2 0.14
H -5.44316 -3.03672 -2.92086 -0.1 -0.1 -0.1 0.33
H -6.62237 -1.91588 -3.66626 0.1 -0.1 -0.1 0.39
H -9.08271 -5.82224 -1.40813 0.0 0.0 -0.1 0.28
H -10.25051 -4.69830 -2.16043 0.1 -0.1 -0.1 0.31
H -10.26219 -4.95590 -0.40952 0.1 0.2 0.1 0.22
O 10.16644 -5.38303 5.84919 -0.1 -0.1 1.2 -0.83
V 10.04951 -5.73120 7.47825 0.1 -0.4 0.1 1.72
O 9.91791 -6.02973 9.10949 0.0 0.4 -1.3 -0.79
```
Positions in Å, forces in eV/Å.

## Properties
HOMO energy: -8.77 eV
charge: +1
gap between HOMO and LUMO: 0.719 eV
DFT total energy: -15644.85941 Eh